64
Properties=species:S:1:pos:R:3:mulliken_charge:R:1 method="wB97M-V/def2-TZVPD" homo_energy_ev=-8.4 molar_mass_g_mol=627.86 gap_ev=8.0 lumo_energy_ev=-0.37 fmax_ha_per_bohr=0.0423
Cd -12.33675 0.90803 15.92497 0.961
C -16.29027 1.39688 15.98419 -1.193
N -15.32040 0.40601 16.32114 0.537
C -15.66815 -0.87082 15.70028 -1.007
C -15.18103 0.27300 17.76457 -1.132
C -13.98072 -0.53145 18.18409 1.909
C -14.20977 -1.41434 19.25260 -0.958
C -13.15316 -2.21705 19.71017 -0.450
C -11.89221 -2.05701 19.17452 -0.735
C -11.68460 -1.11527 18.17963 0.023
C -12.71661 -0.34279 17.63586 -0.931
H -17.29651 1.09153 16.37972 0.381
H -16.32738 1.60765 14.91242 0.315
H -16.00232 2.33284 16.48377 0.260
H -16.71975 -1.19595 15.90570 0.297
H -14.97783 -1.62197 16.06667 0.375
H -15.50334 -0.80531 14.62681 0.177
H -16.08553 -0.20584 18.20453 0.290
H -15.07459 1.31967 18.12152 0.357
H -15.18591 -1.50273 19.65314 0.428
H -13.37072 -2.93253 20.51878 0.332
H -11.02263 -2.58818 19.55459 0.387
H -10.66970 -0.89794 17.81325 0.310
O -10.37109 1.72319 15.11146 -0.899
C -9.89074 0.59838 14.80037 0.969
O -10.56815 -0.45155 14.75008 -0.664
C -8.39999 0.57512 14.49358 -0.188
C -7.85189 -0.62503 14.09758 -0.182
C -6.48927 -0.74116 13.85225 -0.803
C -5.72205 0.37378 14.04016 0.345
C -6.25077 1.60786 14.42283 -0.530
C -7.61327 1.68227 14.65270 -0.431
N -4.27035 0.27862 13.97050 0.898
O -3.61427 1.30493 13.82244 -0.573
O -3.76434 -0.85170 14.04616 -0.564
H -8.57438 -1.42130 14.00323 0.494
H -5.97998 -1.65270 13.61009 0.485
H -5.53908 2.44616 14.55396 0.404
H -8.03919 2.60750 14.94981 0.479
C -11.83943 2.02794 12.27396 -1.285
As -13.27074 1.75945 13.55207 0.353
C -14.41853 0.77119 12.39354 -1.353
C -14.08328 3.48992 13.42420 -1.235
H -12.26438 2.28655 11.31623 0.499
H -11.32800 1.09232 12.19317 0.357
H -11.16947 2.79785 12.64252 0.306
H -14.47922 1.29463 11.42474 0.455
H -15.37919 0.67111 12.84784 0.371
H -14.01442 -0.20203 12.13744 0.382
H -14.63453 3.57649 12.49309 0.440
H -13.28875 4.22990 13.41998 0.441
H -14.68731 3.71418 14.31746 0.309
N -12.06622 6.68776 16.42056 -0.453
C -12.14205 5.48253 17.14128 0.303
C -12.01013 4.22838 16.51057 -0.442
N -12.25773 3.12796 17.20842 0.127
C -12.57059 3.22818 18.51797 -0.476
C -12.64954 4.46270 19.11468 -0.513
N -12.44003 5.57127 18.41658 -0.594
H -11.69304 6.70212 15.49813 0.207
H -11.92263 7.57000 16.93920 0.260
H -11.66981 4.12392 15.50515 0.434
H -12.72066 2.28602 18.99963 0.582
H -12.81269 4.57656 20.19231 0.353